{"formula": "C3H15N2O2S", "method": "the ωB97M-V functional and the def2-TZVPD basis", "symbols": ["H", "H", "H", "O", "C", "S", "H", "H", "H", "C", "H", "H", "O", "H", "N", "H", "H", "H", "H", "H", "C", "N", "H"], "coordinates": [[1.654, -1.375, 1.084], [1.490, 0.404, 0.064], [-2.571, -0.758, 0.532], [1.796, 1.284, 2.073], [-0.079, -1.824, 0.083], [-2.328, 1.635, -0.082], [1.499, -2.927, 0.832], [2.388, 2.059, 2.123], [-2.027, -0.428, -1.040], [-1.845, -0.131, 0.001], [-0.178, -0.263, 1.488], [-3.049, 1.763, 1.038], [0.118, 1.020, -2.925], [0.585, 0.482, -1.335], [1.356, -2.051, 0.353], [0.476, 0.954, -3.823], [0.188, 1.512, -0.292], [-0.237, -2.113, -0.982], [-0.744, -2.479, 0.669], [-0.328, 1.875, -3.025], [-0.408, -0.365, 0.422], [0.537, 0.544, -0.291], [1.708, 1.181, 3.033]], "e_above_lowest_kcal_mol": 9.6, "e_lumo_ev": -2.818, "homo_lumo_gap_ev": 10.2, "total_charge": 1, "e_homo_ev": -13.0}

{"formula": "C9H36BeF6NO15S2", "method": "the ωB97M-V functional and the def2-TZVPD basis", "symbols": ["O", "H", "C", "N", "O", "F", "O", "O", "O", "H", "H", "H", "H", "H", "C", "H", "H", "H", "H", "H", "F", "O", "H", "O", "H", "O", "H", "H", "H", "O", "C", "O", "C", "H", "O", "H", "H", "C", "H", "O", "S", "H", "C", "F", "H", "Be", "S", "O", "F", "H", "C", "H", "H", "H", "O", "F", "H", "H", "H", "H", "H", "H", "H", "H", "H", "H", "C", "C", "F", "O"], "coordinates": [[-1.562, -3.089, 0.265], [0.437, -2.418, -3.964], [-0.482, 0.931, -4.838], [-0.821, 0.330, -0.860], [1.350, 3.147, 3.768], [0.387, 1.681, 2.765], [-1.237, 3.702, -3.807], [-1.560, -2.650, -3.858], [-2.114, -0.988, 0.561], [-2.211, -3.684, 0.647], [-0.498, -3.232, 1.989], [4.143, 1.820, -0.231], [-1.307, 4.631, -3.574], [-1.829, -1.585, -3.156], [-0.377, -3.354, 0.913], [0.503, 3.784, -2.607], [-0.224, -4.175, -3.891], [-1.196, -0.413, 3.636], [1.610, -0.580, 4.581], [0.017, 2.102, -3.193], [0.219, -2.347, -1.934], [-2.426, 1.057, 4.232], [3.128, 0.048, 4.863], [0.279, 0.703, -2.879], [3.068, 0.276, -0.408], [-2.313, 1.513, 0.788], [-1.068, 1.608, -4.216], [1.110, 1.338, -3.710], [-1.013, -0.009, 5.425], [-1.479, -0.760, -2.819], [3.435, 1.108, 0.192], [2.706, -0.039, 2.750], [2.585, -0.505, 4.098], [2.639, -0.729, 2.086], [1.562, 1.316, -0.849], [-1.534, -1.746, 0.628], [-1.562, -2.196, -4.703], [0.049, 0.714, 2.006], [-0.815, 2.997, -1.964], [-0.386, 2.823, 0.088], [-0.908, 1.498, 0.432], [-2.979, 1.362, 4.955], [-0.296, -3.130, -3.586], [-0.838, -0.148, 2.716], [-2.380, -0.892, 4.850], [-2.288, -0.183, -1.225], [0.557, 0.425, -1.503], [-2.632, -0.230, 2.463], [1.279, -1.746, -0.033], [-0.657, -0.636, -3.294], [-1.677, -0.109, 4.566], [-2.471, 0.641, 2.100], [-2.222, -0.687, 1.463], [0.814, 3.939, 3.810], [3.938, 0.592, 1.417], [1.203, 0.120, 1.652], [-0.708, 1.017, -5.901], [2.549, 1.716, 0.376], [3.102, -1.464, 4.065], [-2.402, -0.151, 3.388], [0.136, -4.246, 0.554], [0.229, -2.503, 0.602], [0.959, 2.629, 3.065], [3.282, 0.824, 2.079], [-0.249, -3.279, -2.507], [-0.583, -0.083, -4.451], [-0.296, 3.109, -2.916], [1.097, -1.398, -1.359], [2.323, -1.508, -1.956], [0.905, 1.395, -4.646]], "e_above_lowest_kcal_mol": 625.5, "e_lumo_ev": -5.228, "homo_lumo_gap_ev": 5.9, "total_charge": 1, "e_homo_ev": -11.2}

Q: What is the formula in the second record?
A: C9H36BeF6NO15S2

Q: Number 2 is which compound?
A: C9H36BeF6NO15S2

Repeat the first record exactly.
{"formula": "C3H15N2O2S", "method": "the ωB97M-V functional and the def2-TZVPD basis", "symbols": ["H", "H", "H", "O", "C", "S", "H", "H", "H", "C", "H", "H", "O", "H", "N", "H", "H", "H", "H", "H", "C", "N", "H"], "coordinates": [[1.654, -1.375, 1.084], [1.490, 0.404, 0.064], [-2.571, -0.758, 0.532], [1.796, 1.284, 2.073], [-0.079, -1.824, 0.083], [-2.328, 1.635, -0.082], [1.499, -2.927, 0.832], [2.388, 2.059, 2.123], [-2.027, -0.428, -1.040], [-1.845, -0.131, 0.001], [-0.178, -0.263, 1.488], [-3.049, 1.763, 1.038], [0.118, 1.020, -2.925], [0.585, 0.482, -1.335], [1.356, -2.051, 0.353], [0.476, 0.954, -3.823], [0.188, 1.512, -0.292], [-0.237, -2.113, -0.982], [-0.744, -2.479, 0.669], [-0.328, 1.875, -3.025], [-0.408, -0.365, 0.422], [0.537, 0.544, -0.291], [1.708, 1.181, 3.033]], "e_above_lowest_kcal_mol": 9.6, "e_lumo_ev": -2.818, "homo_lumo_gap_ev": 10.2, "total_charge": 1, "e_homo_ev": -13.0}